Record 1
Formula: C4H13N2
Source: the OMol25 dataset
Level of theory: wB97M-V/def2-TZVPD

Calculated values
* Kohn-Sham gap: 11.5 eV
* net charge: +1
* HOMO: -14.54 eV
* relative energy (zero: lowest compared OMol25 entry of this formula, charge and spin): 30.8 kcal/mol
* max |F|: 3.900 eV/Å
* E_LUMO: -0.11021 hartree

```
19
C4H13N2, DFT wB97M-V/def2-TZVPD
C -0.105 1.143 -0.107
H 2.288 -0.428 -1.599
H -1.426 0.804 1.741
H -0.393 1.173 -1.153
H -2.179 1.483 0.241
H 0.526 -1.945 0.712
H 3.096 0.014 -0.101
N -1.811 -0.533 0.129
H -2.630 -0.400 -0.449
N 0.352 -1.331 -0.074
C 2.209 0.193 -0.712
H 1.134 0.125 1.219
C 0.914 0.038 0.151
H 0.614 -1.893 -0.882
C -1.391 0.852 0.658
H -2.221 -1.086 0.882
H 0.317 2.056 0.308
H -0.763 -1.126 -0.126
H 2.246 1.254 -0.913
```

Charges computed using Mulliken, reported in e: -0.7650, 0.3818, 0.3512, 0.3208, 0.3692, 0.3352, 0.3332, -0.5413, 0.2712, -0.3852, -1.2083, 0.2965, 0.1680, 0.3417, -0.7221, 0.3027, 0.4315, 0.3711, 0.3475

---

Record 2
Formula: C3H4O3
Source: the OMol25 dataset
Level of theory: wB97M-V/def2-TZVPD

Calculated values
* Kohn-Sham gap: 9.8 eV
* net charge: 0
* HOMO: -9.46 eV
* relative energy (zero: lowest compared OMol25 entry of this formula, charge and spin): 87.5 kcal/mol
* max |F|: 0.745 eV/Å
* E_LUMO: 0.01158 hartree

```
10
C3H4O3, DFT wB97M-V/def2-TZVPD
H -1.231 0.692 1.596
O 0.650 -0.022 -0.448
C 1.926 -0.608 -0.569
H -2.161 -0.529 0.743
C -1.343 0.187 0.613
O -1.689 1.079 -0.410
H 1.898 -1.491 -1.221
C -0.071 -0.591 0.511
O 2.874 -0.131 -0.045
H -0.866 1.416 -0.786
```

Charges computed using Mulliken, reported in e: 0.2476, -0.1422, 0.2959, 0.3018, 0.0421, -0.5126, 0.3371, -0.5273, -0.3817, 0.3395

---

Record 3
Formula: C3H6N4O5
Source: the OMol25 dataset
Level of theory: wB97M-V/def2-TZVPD

Calculated values
* Kohn-Sham gap: 9.5 eV
* net charge: 0
* HOMO: -10.18 eV
* relative energy (zero: lowest compared OMol25 entry of this formula, charge and spin): 0.0 kcal/mol
* max |F|: 3.072 eV/Å
* E_LUMO: -0.02538 hartree
* structure (SMILES): CC(NC(N)=O)([N+](=O)[O-])[N+](=O)[O-]

```
18
C3H6N4O5, DFT wB97M-V/def2-TZVPD
O -1.514 -0.176 -0.567
H 1.079 1.915 -1.237
C 1.130 0.839 -1.417
N 2.097 -1.497 -0.285
O 3.367 1.317 -0.006
N 0.345 -0.096 0.774
H -0.970 -1.727 2.110
N 2.549 0.700 0.622
H 0.684 -0.318 1.707
O 1.606 -2.258 0.484
C -0.957 -0.500 0.450
O 2.622 0.402 1.796
H 0.179 0.522 -1.837
O 2.918 -1.633 -1.131
C 1.369 0.165 -0.116
H -2.451 -1.581 1.260
H 1.948 0.649 -2.106
N -1.528 -1.224 1.443
```

Charges computed using Mulliken, reported in e: -0.5954, 0.3301, -1.2873, 0.9453, -0.5763, -0.2364, 0.2071, 1.0829, 0.3078, -0.5646, 0.5518, -0.6418, 0.4287, -0.5701, 0.4301, 0.2525, 0.3494, -0.4137

---

Record 4
Formula: C17H19N2
Source: the OMol25 dataset
Level of theory: wB97M-V/def2-TZVPD

Calculated values
* Kohn-Sham gap: 6.7 eV
* net charge: +1
* HOMO: -11.87 eV
* relative energy (zero: lowest compared OMol25 entry of this formula, charge and spin): 37.1 kcal/mol
* max |F|: 1.265 eV/Å
* E_LUMO: -0.18907 hartree

```
38
C17H19N2, DFT wB97M-V/def2-TZVPD
H 1.694 -2.202 4.075
C 1.567 -2.511 -2.131
H 1.709 -3.463 -1.625
N 1.367 -1.433 -1.168
C 1.174 -0.165 -1.699
C -4.892 2.260 1.536
H -5.651 2.626 2.228
H 1.833 -3.813 0.106
C 1.338 -0.780 2.498
H 0.548 3.408 -3.158
H -3.583 1.400 3.009
H 0.874 1.462 -4.687
H 0.699 -2.602 -2.799
H 1.228 -0.796 -3.771
H -0.937 1.040 1.921
C 1.032 0.719 0.571
C 1.006 0.952 -0.811
C 0.771 2.242 -1.367
H -2.749 -0.025 0.997
C 1.716 -2.941 0.744
C 1.828 -3.124 2.123
C 0.730 2.419 -2.743
H 1.181 0.068 3.173
H -5.032 2.444 0.466
H -3.081 1.438 -0.015
C 1.629 -2.040 2.999
C -2.771 1.081 0.979
H 0.627 3.086 -0.686
H -0.913 1.751 0.406
H 2.457 -2.312 -2.744
H 1.051 1.571 1.245
C 1.118 0.047 -3.086
C -3.804 1.598 1.953
H 2.061 -4.115 2.516
N -1.447 1.618 1.259
C 1.266 -0.560 1.097
C 0.907 1.323 -3.607
C 1.452 -1.671 0.197
```

Charges computed using Mulliken, reported in e: 0.4026, -1.1335, 0.2197, 0.0771, 0.6586, -0.7271, 0.2598, 0.2510, -0.6881, 0.4087, 0.2375, 0.4254, 0.3920, 0.4228, 0.2441, -0.4930, 0.5922, -0.5550, 0.2335, -1.1315, -0.7164, -0.7619, 0.4382, 0.2129, 0.3319, -0.7257, -0.3424, 0.5106, 0.2662, 0.4269, 0.7410, -0.7083, -0.0540, 0.4300, -0.5600, 1.0708, -0.7081, 1.0513

---

Record 5
Formula: C6H8
Source: the OMol25 dataset
Level of theory: wB97M-V/def2-TZVPD

Calculated values
* Kohn-Sham gap: 9.1 eV
* net charge: 0
* HOMO: -8.57 eV
* relative energy (zero: lowest compared OMol25 entry of this formula, charge and spin): 27.1 kcal/mol
* max |F|: 0.201 eV/Å
* E_LUMO: 0.02083 hartree
* structure (SMILES): C=C/C=C\C=C

```
14
C6H8, DFT wB97M-V/def2-TZVPD
H 0.831 -2.869 0.211
C -0.780 0.603 1.658
H -1.111 0.941 2.637
H 0.398 0.301 -2.451
C 0.185 0.155 -1.391
C -0.021 1.274 -0.676
H 0.094 2.202 -1.235
H 1.504 -1.194 0.644
C 0.158 -1.264 -0.985
C -0.436 1.492 0.723
H -0.499 2.547 0.991
C 0.865 -1.801 0.008
H -0.436 -1.921 -1.623
H -0.752 -0.468 1.487
```

Charges computed using Mulliken, reported in e: 0.2618, -0.7919, 0.2401, 0.2983, -0.0367, -0.3495, 0.2535, 0.3498, -0.2614, 0.0057, 0.2470, -0.8320, 0.2930, 0.3224

---

Record 6
Formula: C2H4ClO2P
Source: the OMol25 dataset
Level of theory: wB97M-V/def2-TZVPD

Calculated values
* Kohn-Sham gap: 10.2 eV
* net charge: 0
* HOMO: -10.25 eV
* relative energy (zero: lowest compared OMol25 entry of this formula, charge and spin): 48.2 kcal/mol
* max |F|: 2.229 eV/Å
* E_LUMO: -0.00143 hartree

```
10
C2H4ClO2P, DFT wB97M-V/def2-TZVPD
H 3.674 0.431 -3.336
O -1.334 -1.627 0.198
H -2.204 -1.968 -0.015
H 1.906 1.416 -0.738
C 3.103 0.743 -2.514
O 0.231 0.206 0.653
H -2.781 0.238 3.839
Cl -1.907 0.076 2.906
C 2.481 1.110 -1.562
P -1.165 -0.003 0.346
```

Charges computed using Mulliken, reported in e: 0.3794, -0.4328, 0.3414, 0.4621, -0.4526, -0.3823, 0.2773, -0.2304, -0.3883, 0.4263

---

Look up the relative energy (zero: lowest compared OMol25 entry of this formula, charge and spin) of the sixth one.
48.2 kcal/mol

---

Copy entry 6 word for word.
Formula: C2H4ClO2P
Source: the OMol25 dataset
Level of theory: wB97M-V/def2-TZVPD

Calculated values
* Kohn-Sham gap: 10.2 eV
* net charge: 0
* HOMO: -10.25 eV
* relative energy (zero: lowest compared OMol25 entry of this formula, charge and spin): 48.2 kcal/mol
* max |F|: 2.229 eV/Å
* E_LUMO: -0.00143 hartree

```
10
C2H4ClO2P, DFT wB97M-V/def2-TZVPD
H 3.674 0.431 -3.336
O -1.334 -1.627 0.198
H -2.204 -1.968 -0.015
H 1.906 1.416 -0.738
C 3.103 0.743 -2.514
O 0.231 0.206 0.653
H -2.781 0.238 3.839
Cl -1.907 0.076 2.906
C 2.481 1.110 -1.562
P -1.165 -0.003 0.346
```

Charges computed using Mulliken, reported in e: 0.3794, -0.4328, 0.3414, 0.4621, -0.4526, -0.3823, 0.2773, -0.2304, -0.3883, 0.4263

---

The lowest Kohn-Sham gap belongs to which entry?
C17H19N2

---

HOMO of number 6 (C2H4ClO2P)?
-10.25 eV